Record 1
DFT (ωB97M-V/def2-TZVPD) results for one molecule with the formula C16H21NO5.

The HOMO energy comes out at -8.89 eV. Its energy is -28661.875 eV. As for the LUMO energy: 0.23 eV. The structure (SMILES) is CCC(CC)C(=O)Nc1cc(C(=O)OC)cc(C(=O)OC)c1. Its energy above the lowest of the compared OMol25 structures with the same formula, charge and spin is 34.0 kJ/mol.

Structure (XYZ):
```
43
Properties=species:S:1:pos:R:3:lowdin_charge:R:1
O -2.633 1.248 -0.026 0.095
O 3.226 2.940 0.074 0.118
O 1.063 3.521 0.050 -0.036
O 2.715 -3.411 -0.162 0.112
O 4.325 -1.855 -0.079 -0.034
N -1.556 -0.755 -0.151 0.141
C 1.572 1.226 -0.019 -0.093
C -0.212 -0.388 -0.111 -0.182
C -3.711 -1.389 2.307 -0.094
C -2.669 0.042 -0.101 -0.451
C -3.977 -0.739 -0.135 -0.271
C -4.589 -0.694 1.273 -0.208
C 0.212 0.938 -0.055 0.078
C 2.520 0.209 -0.038 0.058
C 2.096 -1.113 -0.093 -0.105
C 1.448 4.886 0.104 -0.043
C 5.299 -2.887 -0.098 -0.043
C 2.060 2.630 0.040 -0.455
C -6.163 -0.888 -1.452 -0.100
C -4.889 -0.096 -1.191 -0.216
C 0.738 -1.406 -0.129 0.060
C 3.050 -2.252 -0.116 -0.457
H 3.568 0.458 -0.009 0.129
H 2.029 5.081 1.008 0.098
H -4.326 -0.015 -2.124 0.118
H 0.440 -2.445 -0.172 0.126
H -6.807 -0.905 -0.577 0.064
H -0.512 1.735 -0.039 0.111
H -2.748 -0.891 2.399 0.072
H -5.135 0.916 -0.868 0.117
H 6.266 -2.393 -0.063 0.095
H 0.526 5.460 0.110 0.095
H -3.791 -1.782 -0.412 0.140
H -4.195 -1.372 3.281 0.073
H -5.567 -1.177 1.254 0.105
H 5.204 -3.483 -1.008 0.098
H -6.719 -0.435 -2.270 0.071
H -3.540 -2.429 2.033 0.076
H 2.057 5.144 -0.765 0.098
H 5.171 -3.545 0.765 0.098
H -5.928 -1.915 -1.728 0.075
H -1.710 -1.754 -0.192 0.143
H -4.729 0.351 1.554 0.123
```

***

Record 2
DFT (ωB97M-V/def2-TZVPD) results for one molecule with the formula C16H21NO5S.

The HOMO energy comes out at -7.76 eV. Its energy is -39497.574 eV. As for the LUMO energy: 0.62 eV. The structure (SMILES) is CCOC(=O)c1c(NC(=O)CCC(=O)O)sc2c1CCCCC2. Its energy above the lowest of the compared OMol25 structures with the same formula, charge and spin is 1.5 kJ/mol.

Structure (XYZ):
```
44
Properties=species:S:1:pos:R:3:lowdin_charge:R:1
S -0.624 -0.481 2.506 1.195
O -4.282 3.303 -1.308 0.112
O -3.137 -0.029 2.635 0.003
O -3.201 2.752 0.562 0.133
O 0.864 0.132 -2.136 -0.011
O -1.369 0.075 -1.903 0.062
N -2.391 -0.074 0.521 0.111
C -3.366 0.104 1.451 -0.488
C -4.753 0.391 0.906 -0.076
C 1.491 -0.663 -4.324 -0.060
C 1.225 -0.555 0.679 -0.201
C 3.500 -1.662 0.707 -0.193
C -0.015 -0.307 -0.007 -0.096
C 1.049 -0.664 2.022 -0.454
C -3.998 2.480 -0.292 -0.529
C -1.086 -0.270 0.874 -0.422
C -0.249 -0.033 -1.414 -0.406
C 0.737 0.395 -3.532 -0.209
C 3.384 -0.145 2.761 -0.196
C 4.269 -0.982 1.838 -0.209
C 2.536 -0.733 -0.031 -0.133
C 2.066 -0.842 3.102 -0.208
C -4.794 1.198 -0.389 -0.090
H 2.248 -1.904 3.295 0.119
H 2.329 -1.156 -1.014 0.107
H 3.156 0.813 2.292 0.116
H 4.226 -2.057 -0.009 0.109
H -3.748 4.111 -1.250 0.133
H 5.041 -0.335 1.413 0.108
H 3.935 0.062 3.681 0.108
H -4.396 0.631 -1.235 0.128
H 1.163 1.387 -3.710 0.127
H 3.006 0.240 -0.195 0.130
H 1.065 -1.646 -4.141 0.080
H 2.537 -0.675 -4.030 0.075
H 2.936 -2.511 1.096 0.115
H -2.514 0.056 -0.485 0.111
H -5.292 0.916 1.696 0.132
H -5.248 -0.571 0.750 0.131
H 4.775 -1.754 2.423 0.108
H 1.422 -0.440 -5.385 0.076
H -5.824 1.458 -0.640 0.129
H 1.653 -0.418 4.020 0.102
H -0.325 0.403 -3.796 0.115
```

***

Record 3
DFT (ωB97M-V/def2-TZVPD) results for C16H22AsCrIN4O as an isolated structure.

As for the expectation value of S²: 6.021. The HOMO energy (alpha / beta) comes out at -14.79 / -14.84 eV. The spin multiplicity is 5. Its energy is -122304.999 eV. As for the LUMO energy (alpha / beta): -7.21 / -7.42 eV. Its total charge is +2. Its energy above the lowest of the compared OMol25 structures with the same formula, charge and spin is 0.0 kJ/mol.

Structure (XYZ):
```
46
Properties=species:S:1:pos:R:3:mulliken_spin:R:1
I -1.039 -0.844 3.111 0.031
As 2.097 0.003 -0.057 -0.066
Cr -0.408 0.511 0.496 3.934
O 0.099 1.896 1.879 -0.015
N -1.258 -0.703 -1.007 0.021
N -2.183 1.514 -0.056 -0.080
N -2.266 -0.285 -1.606 0.018
N 0.542 3.043 3.741 0.011
C 0.392 -4.311 -2.305 -0.002
C 3.023 -1.305 1.035 0.021
C -0.806 -2.289 -2.825 -0.005
C -4.484 2.591 -1.176 0.011
C 0.172 0.673 3.974 0.002
C -0.705 -1.926 -1.486 -0.040
C 0.474 -3.943 -0.968 0.006
C 2.530 -0.560 -1.856 -0.005
C -2.799 0.924 -1.097 0.047
C -0.241 -3.486 -3.229 0.003
C -0.064 -2.735 -0.555 0.037
C 3.215 1.570 0.180 0.010
C 0.253 1.914 3.117 0.018
C -3.943 1.417 -1.689 0.015
C -2.711 2.640 0.424 0.056
C -3.860 3.208 -0.106 0.003
H 1.172 0.256 4.090 0.000
H -4.386 0.889 -2.520 -0.001
H 3.173 1.910 1.214 0.002
H -1.302 -1.637 -3.531 0.001
H -0.296 -3.781 -4.268 0.000
H 0.682 3.888 3.207 0.000
H -4.251 4.122 0.318 0.000
H 2.869 2.372 -0.470 -0.002
H 0.675 3.083 4.740 -0.001
H 4.244 1.322 -0.071 -0.002
H 0.822 -5.248 -2.631 0.000
H -0.236 0.888 4.958 0.000
H 2.176 0.180 -2.571 -0.003
H 0.951 -4.598 -0.252 0.000
H 4.075 -1.322 0.756 -0.002
H 3.611 -0.663 -1.946 -0.002
H -5.381 3.013 -1.609 0.000
H 2.936 -1.044 2.088 0.000
H 2.053 -1.516 -2.065 0.004
H 2.596 -2.293 0.878 0.003
H -0.022 -2.439 0.488 -0.028
H -2.190 3.097 1.255 -0.002
```

***

Record 4
DFT (ωB97M-V/def2-TZVPD) results for C16H22AsFeN4O3S as an isolated structure.

As for the expectation value of S²: 8.765. The HOMO energy (alpha / beta) comes out at -14.85 / -14.83 eV. The spin multiplicity is 6. Its energy is -135091.924 eV. As for the LUMO energy (alpha / beta): -6.70 / -9.88 eV. Its total charge is +2. Its energy above the lowest of the compared OMol25 structures with the same formula, charge and spin is 92.0 kJ/mol.

Structure (XYZ):
```
48
Properties=species:S:1:pos:R:3:mulliken_spin:R:1
As -0.884 1.903 -0.276 0.123
Fe -0.763 -0.640 -0.251 4.230
S -3.852 -3.876 0.332 0.014
O -0.537 -0.590 1.907 0.278
O 0.384 -0.605 3.839 0.060
O 1.355 0.566 2.230 -0.007
N 0.574 -2.118 -0.627 0.084
N -2.185 -2.168 -0.640 0.049
N 0.869 -4.336 -0.759 0.017
N 0.454 -0.154 2.694 0.005
C 4.296 -2.116 -0.346 -0.003
C -2.496 3.772 -2.088 0.011
C 0.436 3.409 -0.643 0.017
C 4.557 -3.458 -0.577 0.004
C 1.705 3.028 0.147 0.002
C -1.766 2.528 1.429 0.019
C -3.402 -2.338 -0.190 0.004
C -0.962 3.394 2.398 -0.001
C -0.029 -3.330 -0.774 0.016
C 2.181 -3.763 -0.584 -0.002
C 1.940 -2.414 -0.414 -0.011
C 3.471 -4.346 -0.788 0.003
C -1.480 -3.437 -0.667 -0.004
C 3.011 -1.547 -0.231 0.035
C -2.261 -4.430 -0.204 0.004
C -2.408 2.332 -1.540 0.017
H -2.651 3.076 1.068 0.005
H 2.800 -0.488 0.006 0.003
H 3.630 -5.385 -1.151 0.000
H 1.579 3.093 1.254 -0.001
H -0.224 2.693 2.861 0.001
H -1.639 4.037 -2.714 0.000
H -1.887 -5.467 -0.343 0.001
H 0.631 -5.318 -0.743 0.000
H -3.371 2.124 -1.016 0.001
H -2.442 1.544 -2.304 0.009
H -2.458 4.535 -1.289 0.000
H -4.229 -1.613 -0.158 -0.002
H 5.072 -1.359 -0.257 0.000
H 2.531 3.718 -0.040 0.001
H -0.420 4.191 1.898 0.000
H -3.447 3.857 -2.699 0.003
H -2.162 1.603 1.891 0.001
H -0.072 4.415 -0.382 0.007
H 0.639 3.389 -1.737 0.003
H 5.531 -3.824 -0.590 0.000
H 1.961 1.980 -0.100 -0.001
H -1.581 3.934 3.170 0.003
```

***

Record 5
DFT (ωB97M-V/def2-TZVPD) results for C16H22B2F4KN9O7S as an isolated structure.

The HOMO energy (alpha / beta) comes out at -8.72 / -8.72 eV. Its energy is -84076.012 eV. As for the LUMO energy (alpha / beta): -3.21 / -3.29 eV. Its energy above the lowest of the compared OMol25 structures with the same formula, charge and spin is 151.0 kJ/mol.

Structure (XYZ):
```
62
Properties=species:S:1:pos:R:3:lowdin_charge:R:1
K 0.243 -0.350 -0.158 0.861
S -0.805 1.831 -1.805 0.437
F 2.501 -0.067 0.019 0.052
F -4.406 -0.582 2.298 0.214
F 4.409 0.709 1.064 0.218
F -2.575 -1.100 0.957 0.169
O 2.389 1.790 1.562 0.161
O -1.500 0.695 -1.199 -0.475
O -2.749 1.023 2.020 0.131
O 2.825 -0.376 2.361 0.085
O 0.422 2.142 -1.053 -0.373
O -1.632 2.988 -2.067 -0.305
O -2.324 -0.878 3.311 0.113
N -1.044 -3.611 -0.943 -0.275
N -1.038 -0.779 3.122 0.124
N -1.627 -4.001 0.168 0.145
N 0.085 -2.969 -0.790 0.022
N -1.597 -3.799 -2.200 0.144
N 0.284 -2.916 0.515 -0.025
N 1.535 -0.537 2.607 0.083
N -1.487 1.281 1.901 0.126
N 1.107 1.671 1.624 0.096
C 0.345 2.702 1.526 -0.196
C 1.559 -0.194 -7.015 -0.054
C -0.222 -1.382 3.905 -0.211
C 0.927 0.301 -5.738 -0.275
C 2.247 -1.836 4.556 0.004
C -2.077 3.551 1.221 0.030
C 1.229 -1.193 3.663 -0.225
C -1.117 2.473 1.608 -0.199
C 0.528 2.101 -4.172 -0.045
C -0.685 -2.316 4.980 0.006
C 1.082 1.632 -5.348 -0.038
C -0.203 1.234 -3.363 -0.263
C 0.892 4.054 1.236 0.029
C 0.190 -0.546 -4.924 -0.038
C -0.770 -3.535 1.071 -0.204
C -0.378 -0.089 -3.737 -0.052
B -3.079 -0.448 2.061 -1.052
B 3.077 0.489 1.159 -1.045
H 1.287 -1.231 -7.216 0.071
H 3.212 -1.361 4.405 0.086
H 0.651 3.135 -3.872 0.120
H 1.955 -1.750 5.603 0.084
H -0.976 -0.746 -3.116 0.099
H 2.352 -2.899 4.319 0.101
H 1.247 0.410 -7.870 0.080
H 1.941 4.095 1.519 0.097
H -2.007 3.726 0.143 0.087
H -2.496 -4.241 -2.062 0.101
H 1.649 2.307 -5.981 0.115
H 0.807 4.240 0.162 0.109
H -1.762 -2.439 4.939 0.086
H -0.928 -3.643 2.131 0.107
H 0.049 -1.579 -5.221 0.107
H -1.837 4.477 1.743 0.089
H -0.975 -4.382 -2.744 0.101
H 2.648 -0.136 -6.955 0.082
H -3.089 3.248 1.461 0.094
H -0.413 -1.916 5.958 0.098
H 0.325 4.809 1.776 0.091
H -0.199 -3.288 4.876 0.094
```

***

Record 6
DFT (ωB97M-V/def2-TZVPD) results for C16H22BClO2Pr as an isolated structure.

As for the expectation value of S²: 2.010. The HOMO energy (alpha / beta) comes out at -3.34 / -3.34 eV. The spin multiplicity is 3. Its energy is -48314.026 eV. As for the LUMO energy (alpha / beta): 2.43 / 2.44 eV. Its total charge is -1.

Structure (XYZ):
```
43
Properties=species:S:1:pos:R:3:mulliken_spin:R:1
Pr 1.394 -0.307 -1.242 2.056
Cl 3.446 0.854 -0.041 -0.006
O -1.582 0.699 0.991 0.000
O -0.035 -0.345 2.363 0.000
C -3.177 -0.280 2.472 0.000
C 2.382 -2.329 -0.073 0.008
C 2.406 -2.741 -1.441 -0.018
C -0.014 1.713 3.627 0.000
C 2.127 0.094 -5.981 -0.001
C 0.184 -2.628 -0.803 -0.011
C -2.092 0.789 2.333 -0.004
C 0.396 1.437 -5.249 0.001
C -1.094 -0.317 4.501 0.000
C 1.067 -2.960 -1.881 0.010
C 0.703 0.215 -5.916 0.000
C -0.836 0.473 3.237 0.000
C -2.758 2.141 2.488 0.000
C 2.692 1.246 -5.353 0.001
C 1.622 2.071 -4.901 -0.001
C 1.001 -2.271 0.328 -0.010
B -0.333 0.110 1.073 -0.029
H -2.059 2.976 2.363 0.000
H 3.221 -2.027 0.554 -0.001
H -0.904 -2.717 -0.809 -0.001
H -2.789 -1.304 2.347 0.000
H -3.219 2.199 3.485 0.000
H 0.234 2.375 2.777 0.000
H 0.663 -2.094 1.349 0.004
H 0.910 1.374 4.120 0.000
H -1.628 0.321 5.225 0.000
H -3.554 2.237 1.731 0.000
H 3.754 1.471 -5.278 0.000
H -1.659 -1.231 4.303 0.000
H 1.726 3.044 -4.416 0.000
H 3.299 -2.959 -2.030 -0.001
H -3.934 -0.076 1.702 0.000
H -0.566 2.305 4.370 0.000
H -0.013 -0.483 -6.342 0.000
H 2.677 -0.708 -6.462 0.000
H -3.675 -0.210 3.451 0.000
H -0.604 1.837 -5.082 0.000
H 0.756 -3.394 -2.845 0.001
H -0.135 -0.598 4.956 0.000
```

***

Record 7
DFT (ωB97M-V/def2-TZVPD) results for C16H22Br2MgN2O3PS3Te4 as an isolated structure.

As for the expectation value of S²: 0.788. The HOMO energy (alpha / beta) comes out at -0.23 / -0.23 eV. The spin multiplicity is 2. Its energy is -242564.443 eV. As for the LUMO energy (alpha / beta): 3.78 / 3.79 eV. Its total charge is -2.

Structure (XYZ):
```
54
Properties=species:S:1:pos:R:3:mulliken_spin:R:1
Te 5.007 -7.036 0.273 0.255
Te 3.821 -4.694 0.527 0.019
Te 4.162 -2.571 1.841 0.023
Te 2.316 -2.415 0.317 0.439
Br -5.283 -4.267 -0.053 0.000
Br -4.985 3.324 0.333 0.000
S -0.152 -0.161 -2.327 -0.005
S 2.565 -0.004 -0.726 -0.002
S 0.574 -1.173 1.664 0.256
P 1.834 0.195 1.064 0.045
Mg 0.618 -1.098 -0.543 -0.034
O 1.223 1.693 1.142 -0.004
O 2.918 0.419 2.278 -0.017
O 0.639 1.017 -2.777 -0.001
N -1.247 -1.976 -0.725 -0.003
N -1.056 0.802 -0.209 -0.001
C -2.367 -1.251 -0.237 0.021
C -3.587 -2.005 0.014 -0.002
C -1.765 0.049 -3.069 0.000
C -2.206 2.922 -0.326 0.000
C -1.094 2.121 -0.427 0.008
C 0.317 -1.528 -3.481 -0.010
C 4.238 0.903 1.990 -0.001
C -2.569 -3.971 -0.993 -0.003
C -1.400 -3.259 -1.084 -0.003
C -3.490 0.922 0.159 -0.003
C 0.558 3.539 2.523 0.009
C -3.662 -3.291 -0.371 0.000
C 4.281 2.418 1.999 -0.001
C -2.302 0.118 -0.056 -0.008
C 0.468 2.044 2.304 0.019
C -3.417 2.260 0.040 0.002
H 4.577 0.507 1.031 0.001
H 5.305 2.753 1.816 0.000
H 0.400 -1.097 -4.480 0.001
H -2.213 0.952 -2.661 0.000
H -0.513 -3.775 -1.447 0.003
H 3.634 2.827 1.223 -0.001
H -4.417 -1.541 0.523 0.000
H 0.218 4.064 1.630 0.000
H 1.265 -2.010 -3.231 0.007
H -0.078 3.816 3.365 0.000
H -4.439 0.446 0.356 0.000
H 1.588 3.833 2.735 0.000
H -2.159 3.985 -0.508 0.000
H -1.563 0.182 -4.132 0.000
H -2.618 -5.004 -1.298 0.000
H -0.142 2.562 -0.699 0.000
H 3.945 2.800 2.965 0.000
H -2.409 -0.810 -2.896 0.000
H 4.876 0.483 2.769 0.001
H -0.481 -2.271 -3.465 -0.001
H 0.841 1.508 3.181 -0.023
H -0.574 1.747 2.158 0.012
```

***

Record 8
DFT (ωB97M-V/def2-TZVPD) results for C16H22BrN3O4SW as an isolated structure.

As for the expectation value of S²: 2.034. The HOMO energy (alpha / beta) comes out at -14.88 / -15.84 eV. The spin multiplicity is 3. Its energy is -112297.085 eV. As for the LUMO energy (alpha / beta): -6.93 / -9.48 eV. Its total charge is +2. Its energy above the lowest of the compared OMol25 structures with the same formula, charge and spin is 0.0 kJ/mol.

Structure (XYZ):
```
48
Properties=species:S:1:pos:R:3:mulliken_spin:R:1
W -0.673 -0.802 0.232 0.998
Br -1.961 -0.525 2.389 0.024
S 1.664 -0.534 0.901 0.000
O 1.307 -0.502 -0.589 -0.004
O 0.692 0.527 1.363 -0.003
O 0.806 -1.770 1.297 0.014
O 3.007 -0.513 1.287 0.003
N -1.402 1.459 0.131 0.010
N -1.099 -0.422 -1.978 0.005
N -4.185 0.005 -0.116 0.014
C -2.261 -2.346 0.073 0.061
C -1.724 -4.652 -0.718 -0.042
C -3.788 -4.202 0.453 0.038
C -2.946 -5.114 -0.211 0.201
C -2.018 2.357 -0.881 -0.002
C -1.459 -3.280 -0.578 0.066
C -3.446 0.371 -2.502 0.014
C -1.940 0.604 -2.669 -0.020
C -3.538 2.306 -0.833 0.000
C -0.245 -2.658 -0.849 0.178
C -4.141 0.981 -1.281 -0.013
C 0.562 -4.780 -1.591 0.066
C -3.447 -2.865 0.635 0.046
C 0.804 -3.435 -1.373 0.042
C -0.674 -5.407 -1.272 0.233
C -1.508 2.003 -2.264 0.003
H -4.089 -2.259 1.266 -0.003
H -4.803 -0.782 -0.325 0.000
H -0.781 -6.471 -1.439 -0.001
H -3.916 0.842 -3.369 0.000
H -5.192 1.131 -1.523 -0.002
H -0.446 1.790 0.287 -0.002
H -3.264 -0.397 0.124 0.050
H -3.913 2.587 0.155 0.000
H -1.840 1.602 1.042 0.010
H -1.899 2.724 -2.983 0.000
H -3.222 -6.159 -0.274 0.004
H -4.710 -4.571 0.883 0.005
H -0.419 2.088 -2.311 -0.001
H -1.719 3.377 -0.635 -0.002
H -0.130 -0.253 -2.261 0.003
H -1.730 0.471 -3.733 -0.002
H -1.326 -1.327 -2.383 0.007
H -3.687 -0.692 -2.595 -0.006
H -3.909 3.077 -1.512 0.001
H -4.538 0.456 0.732 0.001
H 1.352 -5.404 -1.988 0.005
H 1.777 -3.010 -1.584 -0.002
```